20
Properties=species:S:1:pos:R:3:forces:R:3 method="wB97M-V/def2-TZVPD" total_energy_ha=-717.3055 lumo_energy_ev=-0.1 homo_ha=-0.32236 e_above_lowest_kj_mol=138.48
C 1.75286 0.89766 2.05275 -0.77 -0.59 -0.21
C 0.01346 2.26477 -1.48630 -1.62 -0.77 2.46
C -1.33579 1.95358 -1.14426 0.40 -0.87 0.04
C 0.76674 1.93544 -0.40857 -2.12 -0.44 -0.28
C -1.30395 1.23706 0.02513 -2.68 1.02 1.54
C 0.30283 -1.75903 0.22285 0.14 -5.89 -0.54
C -0.14097 -1.38192 1.57544 2.62 3.64 -0.66
C 0.36210 0.72138 1.69661 -1.01 -2.52 1.10
N 2.83477 0.91324 2.43088 0.52 0.12 0.02
N -0.05843 1.35990 0.54494 1.11 -0.30 -1.42
I -0.82672 1.43101 3.36121 0.08 -0.11 0.34
H 0.20988 2.48677 -2.45382 1.35 1.30 -2.43
H -2.15903 2.26144 -1.74727 -0.57 -0.35 -0.16
H 1.75781 1.93794 -0.22167 3.07 0.20 0.35
H -2.11463 0.92632 0.76359 1.06 0.38 -1.53
H 1.29342 -2.39298 0.12347 -1.70 1.70 0.53
H 0.30737 -0.96898 -0.43556 0.10 1.91 -1.62
H -0.49059 -2.55864 -0.25279 1.63 1.98 1.13
H -1.17613 -1.33574 1.64733 -1.66 0.27 0.74
H 0.45864 -1.59375 2.42696 0.05 -0.68 0.61